{"formula": "C7H8O2S", "method": "ωB97M-V with the def2-TZVPD basis set", "homo_lumo_gap_ev": 7.84, "energy_ha": -819.9417, "lumo_energy_ev": -0.62, "charge": 0, "homo_energy_ev": -8.5, "symbols": ["C", "C", "C", "C", "C", "C", "C", "O", "O", "S", "H", "H", "H", "H", "H", "H", "H", "H"], "positions_angstrom": [[-1.6866, 0.4753, -1.6256], [-0.0958, -0.3897, -1.0860], [0.8546, -0.5421, -0.1496], [-0.5994, 0.9317, -0.9356], [1.2889, 0.7809, 0.4461], [0.0695, 1.7484, 0.1110], [1.5599, -1.8053, 0.3460], [-1.7399, -1.5314, 0.6202], [-3.1488, 0.3548, 1.0311], [-2.8240, -0.7261, 0.1138], [-2.1317, 0.2101, -2.5750], [1.6000, 0.6901, 1.5136], [2.0286, 1.1510, -0.1167], [0.3442, 2.7505, -0.0332], [-0.5631, 1.9610, 0.9081], [2.4005, -1.4568, 0.8717], [1.7763, -2.3994, -0.4403], [0.8666, -2.2030, 1.0004]], "forces_ev_per_angstrom": [[3.2, -1.7, 1.1], [-2.6, 2.1, -1.1], [0.9, -0.8, 0.4], [-0.3, -0.4, -0.8], [-3.8, -0.5, 2.2], [1.2, -1.7, -0.1], [-1.1, 4.0, -0.1], [0.1, -0.6, -0.4], [-0.4, 0.0, -0.6], [-0.3, 0.5, 1.5], [0.1, 0.5, 0.2], [-0.4, 0.3, -0.7], [3.4, 1.2, -1.8], [0.7, 1.4, -1.4], [-1.6, -0.7, 1.9], [1.4, -0.1, 0.7], [0.8, -2.2, -2.3], [-1.3, -1.4, 1.4]]}